Entry 1:
{
  "formula": "C33H62F5N10O7S3",
  "method": "ωB97M-V with the def2-TZVPD basis set",
  "orbital_gap_ev": 7.580,
  "total_charge": 3,
  "e_homo_ev": -13.63,
  "multiplicity": 1,
  "symbols": ["C", "F", "F", "F", "S", "O", "O", "O", "C", "C", "N", "C", "C", "N", "C", "C", "H", "H", "H", "H", "H", "H", "H", "H", "H", "H", "H", "C", "C", "N", "C", "C", "N", "C", "C", "H", "H", "H", "H", "H", "H", "H", "H", "H", "H", "H", "C", "C", "N", "C", "C", "N", "C", "C", "H", "H", "H", "H", "H", "H", "H", "H", "H", "H", "H", "C", "C", "N", "C", "C", "N", "C", "C", "H", "H", "H", "H", "H", "H", "H", "H", "H", "H", "H", "C", "C", "C", "N", "C", "C", "C", "C", "C", "H", "H", "H", "H", "H", "H", "H", "H", "H", "H", "H", "H", "H", "H", "H", "H", "H", "H", "N", "S", "O", "O", "F", "S", "O", "O", "F"],
  "coordinates": [[-0.02451, -0.00696, 1.37698], [-0.56849, -0.93189, 2.11815], [-0.45486, 1.19339, 1.77781], [1.30986, -0.08247, 1.49764], [-0.56631, -0.34053, -0.44019], [-0.05660, -1.62856, -0.83830], [-2.04230, -0.31492, -0.45371], [-0.04482, 0.87858, -1.09270], [5.61980, -1.00188, 4.65603], [4.48812, -1.57864, 5.59828], [3.23040, -0.83057, 5.59689], [3.01873, 0.50965, 5.31084], [1.70572, 0.73670, 5.48479], [1.11731, -0.44432, 5.92059], [2.07639, -1.36400, 6.09016], [-0.29398, -0.52489, 6.34554], [5.95983, -0.01738, 4.96705], [5.14322, -0.87362, 3.67917], [6.30488, -1.81526, 4.42738], [4.86138, -1.87545, 6.57865], [4.29077, -2.57376, 5.19439], [3.86547, 1.13113, 5.07227], [1.13111, 1.63227, 5.31538], [1.83551, -2.37483, 6.38159], [-0.79880, 0.43814, 6.32267], [-0.42366, -1.02659, 7.30164], [-0.81371, -1.13227, 5.60524], [-2.09719, -3.68564, 0.37788], [-3.51173, -3.51056, -0.15228], [-4.55334, -3.27367, 0.81254], [-4.65021, -2.11224, 1.55703], [-5.59599, -2.30749, 2.51421], [-6.04448, -3.64279, 2.47089], [-5.53389, -4.13321, 1.29813], [-6.84096, -4.29008, 3.50093], [-1.98716, -4.58344, 0.98477], [-1.67963, -2.78975, 0.83035], [-1.48783, -3.79738, -0.52071], [-3.90821, -4.28711, -0.80750], [-3.38531, -2.66033, -0.82706], [-3.90083, -1.36206, 1.35654], [-5.82617, -1.71958, 3.38927], [-5.73102, -5.12556, 0.92405], [-7.83640, -3.84602, 3.45480], [-6.43607, -4.06286, 4.48514], [-6.94433, -5.34587, 3.26288], [2.01416, 3.49238, -0.31387], [0.90917, 4.33138, -0.90454], [1.36929, 5.63134, -1.39326], [2.27127, 5.86811, -2.42626], [2.36900, 7.21498, -2.55086], [1.73968, 7.79067, -1.48365], [1.12192, 6.81637, -0.74099], [1.65949, 9.24836, -1.29611], [1.76585, 2.43783, -0.19121], [2.38186, 3.70263, 0.69376], [2.92892, 3.60417, -0.89967], [-0.00799, 4.31197, -0.31724], [0.55779, 3.84506, -1.81786], [2.65611, 5.00154, -2.93801], [2.87592, 7.78210, -3.31493], [0.50168, 6.97723, 0.12590], [0.66288, 9.63869, -1.49251], [2.38835, 9.72180, -1.94958], [1.93444, 9.44403, -0.26068], [-6.24335, 1.35231, -6.53021], [-4.75867, 1.65825, -6.35627], [-4.12157, 1.13844, -5.13585], [-4.23704, 1.43840, -3.76814], [-3.33408, 0.66045, -3.10698], [-2.88353, -0.30883, -3.98939], [-3.45067, -0.05494, -5.17951], [-1.84753, -1.26953, -3.68743], [-6.51119, 0.78352, -7.41603], [-6.85113, 2.17119, -6.14419], [-6.57227, 0.68587, -5.72366], [-4.54974, 2.71163, -6.54583], [-4.15730, 1.25396, -7.17244], [-4.90722, 2.17750, -3.35989], [-3.07226, 0.65098, -2.05907], [-3.34383, -0.56661, -6.12330], [-0.89826, -0.75015, -3.55279], [-1.57519, -1.95145, -4.49290], [-2.14993, -1.83857, -2.81156], [6.88251, 0.02899, -5.09086], [6.03282, 0.25191, -3.83896], [4.76901, -0.64514, -3.91399], [3.91216, -0.60522, -2.63418], [3.46621, 0.80760, -2.20548], [4.67042, -1.17116, -1.42504], [3.84311, -2.34208, -0.91927], [2.92001, -2.72772, -2.04730], [2.65729, -1.46350, -2.80115], [6.19147, -0.25383, -5.89101], [7.61475, -0.77022, -5.00287], [7.30004, 0.93815, -5.52101], [5.67262, 1.27826, -3.78933], [6.71597, -0.02738, -3.03694], [5.03917, -1.66725, -4.18347], [4.11491, -0.34711, -4.73434], [2.68169, 1.14226, -2.88384], [4.34337, 1.44829, -2.20025], [2.95576, 0.66152, -1.25537], [4.88326, -0.34012, -0.75682], [5.63699, -1.54812, -1.75871], [3.27112, -2.04728, -0.03899], [4.44386, -3.22466, -0.70475], [2.02715, -3.13745, -1.57841], [3.39591, -3.40473, -2.75774], [1.84685, -0.91075, -2.32744], [2.49538, -1.49466, -3.87709], [-4.61213, -1.94877, 5.67072], [-3.40351, -2.75914, 5.27450], [-3.59008, -3.95713, 4.54912], [-2.27310, -2.69860, 6.24666], [-2.86532, -1.70382, 4.13247], [-5.13540, -2.76281, 7.03847], [-4.66472, -2.05759, 8.22616], [-5.08539, -4.21446, 7.03748], [-6.70890, -2.37480, 6.91988]],
  "atomic_forces_ev_per_a": [[-0.75, -0.29, -1.89], [-0.27, -0.62, 0.98], [0.41, -0.19, -0.08], [0.04, 0.30, 0.01], [-1.78, 2.36, -0.13], [1.05, 0.07, 0.08], [1.07, -0.23, 0.67], [0.57, -1.25, 0.14], [-2.47, -0.38, 0.00], [1.64, -0.99, -1.21], [-0.58, -0.65, 1.65], [0.77, -1.05, -0.06], [-0.66, -0.18, 0.00], [0.63, 1.11, 1.01], [-0.40, 1.29, -1.76], [-0.57, -0.88, -0.88], [0.73, -0.40, 0.15], [-0.14, 0.28, -0.03], [0.65, 0.46, 0.73], [-0.15, 0.99, 0.37], [-0.46, 0.13, -0.29], [-0.28, 0.12, -0.20], [-0.02, -0.10, 0.16], [0.47, -0.05, 0.09], [0.53, 0.18, 0.22], [0.26, 0.18, 0.02], [-0.03, -0.10, 0.16], [-0.07, -0.85, -0.41], [0.18, 0.22, -1.36], [-2.89, -0.25, 1.91], [0.09, -0.84, -0.03], [0.46, -0.78, 1.18], [1.76, 1.77, -3.43], [1.76, 0.39, 1.48], [-1.15, 0.34, -0.45], [0.10, 0.21, 0.23], [-0.45, -0.11, 0.41], [0.08, -0.25, 0.03], [0.55, -0.47, 0.20], [-0.74, 0.39, 0.22], [-0.39, 0.37, 0.25], [-0.03, 0.15, -0.15], [0.14, 0.02, 0.00], [-0.06, -0.10, 0.09], [0.35, -0.37, -0.14], [0.29, 0.00, 0.31], [1.21, -0.39, 0.82], [-0.16, -1.39, -1.10], [0.16, 2.31, 2.48], [-1.59, -0.59, 0.43], [0.80, -0.45, 0.06], [-1.26, -0.81, 0.43], [1.21, -0.14, -2.79], [0.14, -0.07, 0.65], [-0.41, 0.04, -0.69], [-0.53, 0.86, 0.11], [-0.09, -0.29, -0.33], [0.24, 0.94, 0.34], [0.15, -0.28, -0.01], [0.06, 0.39, -0.41], [0.07, 0.10, 0.23], [0.03, -0.09, -0.05], [0.02, -0.19, -0.09], [-0.08, -0.07, 0.02], [-0.04, 0.22, -0.08], [-0.22, -0.73, 2.33], [0.03, 0.14, -1.19], [-0.27, -2.56, 1.24], [1.02, 0.61, -0.71], [-1.05, -0.30, 0.08], [-0.86, 0.90, -1.26], [0.51, 1.98, -0.18], [0.84, -0.60, 0.06], [-0.13, 0.87, -0.36], [-0.18, 0.51, -1.41], [0.54, -0.65, -0.02], [-0.04, 0.20, 0.96], [-0.19, -0.52, 0.07], [0.24, 0.24, -0.25], [0.11, -0.16, -0.03], [0.37, -0.28, 0.25], [-0.23, 0.24, 0.66], [-0.91, 0.02, -0.31], [0.33, 0.10, 0.06], [-1.15, 0.13, -1.29], [-0.23, -0.69, -0.43], [0.32, 0.64, 0.44], [0.28, 0.50, 0.46], [-0.17, -1.23, -0.97], [0.69, -0.52, -0.77], [0.17, 0.20, 0.50], [-0.11, -0.33, -0.63], [-0.14, 1.23, 0.17], [0.12, -0.32, -0.18], [0.07, 0.19, 0.14], [0.46, 0.00, 0.56], [0.46, 0.11, 0.22], [-0.59, 0.36, 0.61], [-0.08, -0.24, 0.69], [0.01, 0.44, 0.10], [0.29, 0.15, -0.26], [-0.23, 0.09, 0.28], [0.36, 0.23, 0.16], [-0.22, -0.25, 0.23], [-0.05, 0.17, -0.25], [-0.02, -0.16, 0.03], [0.22, 0.32, 0.44], [-0.17, -0.19, -0.64], [-0.07, -0.49, 0.41], [-0.11, 0.02, -0.08], [-0.23, -0.46, 0.10], [-2.90, -0.82, 2.08], [6.27, 0.87, 0.10], [-0.24, -0.88, -0.68], [-2.31, -0.56, -1.93], [-0.21, -0.34, 0.14], [-0.86, 1.34, 3.11], [-0.93, -1.21, -2.17], [-0.17, 2.04, -0.76], [1.39, -0.40, -0.23]]
}

=====

Entry 2:
{
  "formula": "C33H62N2O3ReSSbSe2Si3",
  "method": "ωB97M-V with the def2-TZVPD basis set",
  "orbital_gap_ev": [6.444, 7.137],
  "total_charge": 1,
  "e_homo_ev": [-9.99, -10.43],
  "multiplicity": 2,
  "symbols": ["Re", "C", "Sb", "C", "C", "C", "C", "C", "C", "N", "Si", "C", "C", "C", "C", "C", "C", "C", "C", "C", "N", "Si", "C", "C", "C", "Si", "C", "C", "C", "H", "H", "H", "H", "H", "H", "H", "H", "H", "H", "H", "H", "H", "H", "H", "H", "H", "H", "H", "H", "H", "H", "H", "H", "H", "H", "H", "H", "H", "H", "H", "H", "H", "H", "H", "H", "H", "H", "O", "C", "C", "C", "O", "C", "Se", "C", "Se", "H", "H", "H", "H", "H", "H", "H", "H", "H", "H", "C", "C", "C", "S", "O", "C", "C", "C", "H", "H", "H", "H", "H", "H", "H", "H", "H", "H", "H", "H", "H", "H"],
  "coordinates": [[1.13526, 0.10377, 0.04181], [-3.30022, -2.07654, 0.54324], [-1.76298, -0.86038, 1.44684], [-0.10107, -1.53475, 0.07447], [-0.63701, -2.03464, -1.24972], [-1.19798, -1.22746, -2.22731], [-1.67866, -1.80071, -3.39476], [-1.57683, -3.16911, -3.57379], [-1.00761, -3.90723, -2.54390], [-0.56020, -3.36014, -1.42188], [0.54920, -3.10533, 1.06048], [2.02582, -3.92147, 0.25115], [1.14487, -2.54911, 2.74461], [-0.79303, -4.34519, 1.49009], [-2.47380, 1.21505, 0.93997], [-1.45043, 2.15339, 0.36890], [-1.67945, 3.53620, 0.45742], [-0.85709, 4.46814, -0.12820], [0.24350, 4.02980, -0.85690], [0.43908, 2.67475, -0.89901], [-0.32906, 1.74346, -0.28470], [-4.05908, 1.29843, -0.19309], [-5.55791, 0.57817, 0.67846], [-3.93449, 0.42749, -1.84250], [-4.46349, 3.04317, -0.76489], [-3.03958, 1.82530, 2.73383], [-4.32557, 3.20171, 2.78659], [-1.61996, 2.51184, 3.73743], [-3.77525, 0.39999, 3.70682], [-2.80795, -2.90904, 0.04284], [-3.95858, -1.57777, -0.15923], [-3.89221, -2.47641, 1.36734], [-1.28436, -0.16264, -2.05817], [-2.14104, -1.17806, -4.15213], [-1.93829, -3.65417, -4.46883], [-0.91559, -4.98537, -2.61910], [2.93696, -3.35880, 0.45904], [1.93894, -4.08226, -0.82045], [2.13678, -4.90401, 0.71934], [1.87675, -1.75628, 2.65658], [1.61562, -3.39307, 3.25485], [0.33269, -2.18704, 3.37867], [-1.15460, -4.92126, 0.64219], [-1.65214, -3.89500, 1.99193], [-0.34834, -5.03456, 2.21352], [-2.54806, 3.87208, 0.99998], [-1.07763, 5.52223, -0.02264], [0.93622, 4.69704, -1.34612], [1.32512, 2.30199, -1.40524], [-5.38166, -0.39204, 1.13808], [-6.33216, 0.43447, -0.07920], [-5.97252, 1.23344, 1.44122], [-3.62721, -0.61095, -1.81460], [-3.27903, 0.97051, -2.52879], [-4.94153, 0.46088, -2.26734], [-4.67878, 3.78193, 0.00010], [-5.36210, 2.94020, -1.38103], [-3.68379, 3.44146, -1.41529], [-3.89054, 4.18912, 2.62208], [-4.69421, 3.19697, 3.81640], [-5.19112, 3.10028, 2.14242], [-0.90664, 3.09991, 3.16082], [-1.06457, 1.72292, 4.24477], [-2.05485, 3.16276, 4.49998], [-4.59658, -0.11460, 3.20885], [-4.18195, 0.84029, 4.62153], [-3.03691, -0.33985, 4.01434], [4.40424, -0.88541, 4.75922], [4.76179, 0.40010, 4.28457], [3.91862, 0.72135, 3.03436], [4.45878, 2.07753, 2.56415], [3.69319, 2.63846, 1.51288], [2.45870, 0.74167, 3.50296], [1.01858, 1.06519, 2.22531], [4.16711, -0.41900, 2.04698], [3.44992, -0.34908, 0.22353], [4.94388, -1.09904, 5.52546], [5.82541, 0.43491, 4.01860], [4.57267, 1.16316, 5.04880], [5.49774, 1.93024, 2.24459], [4.46731, 2.75998, 3.42305], [4.07910, 3.49432, 1.29253], [2.31761, 1.53422, 4.24123], [2.23196, -0.20396, 3.99189], [3.84060, -1.35795, 2.48635], [5.24101, -0.51265, 1.86757], [2.22062, 2.03719, -5.26193], [1.42331, 0.74485, -5.14942], [0.66166, 0.51837, -3.84156], [1.69555, 0.01621, -2.44752], [2.86500, 0.94651, -2.46360], [2.19313, -1.64651, -2.96736], [3.65794, -1.70370, -3.38703], [4.03327, -3.14002, -3.73324], [2.63669, 2.12286, -6.26533], [3.03086, 2.08136, -4.54087], [1.57290, 2.90194, -5.10218], [2.04836, -0.12370, -5.37132], [0.64533, 0.74582, -5.91905], [-0.07889, -0.26843, -3.96901], [0.14417, 1.42290, -3.51223], [1.52132, -1.95649, -3.77069], [2.01046, -2.28753, -2.10451], [4.27740, -1.32970, -2.57165], [3.83543, -1.04001, -4.23402], [3.89030, -3.79794, -2.87411], [5.07842, -3.20541, -4.03300], [3.42743, -3.52649, -4.55462]],
  "atomic_forces_ev_per_a": [[-1.15, -0.29, 0.31], [-0.06, 0.04, -0.09], [0.14, 0.13, 0.13], [0.36, -0.15, -0.54], [0.14, 0.02, 0.39], [-0.30, -0.02, 0.07], [-0.13, -0.07, 0.07], [0.03, 0.03, 0.05], [-0.01, 0.00, -0.05], [0.09, -0.07, -0.01], [0.03, 0.11, 0.17], [0.00, -0.05, 0.05], [-0.07, 0.05, 0.02], [-0.04, -0.03, -0.06], [0.04, 0.10, 0.00], [-0.03, -0.17, 0.01], [-0.08, 0.01, 0.01], [0.07, 0.07, -0.02], [-0.32, -0.14, 0.19], [0.46, 0.14, -0.11], [0.18, 0.16, -0.18], [0.08, -0.01, 0.13], [0.03, 0.00, 0.02], [0.10, 0.00, -0.11], [-0.03, -0.07, 0.00], [0.03, -0.05, -0.09], [0.06, 0.02, -0.05], [0.05, -0.02, 0.04], [-0.06, -0.01, 0.03], [0.01, -0.03, 0.01], [0.03, -0.05, 0.06], [-0.03, -0.01, 0.00], [-0.01, 0.00, 0.05], [-0.01, -0.02, -0.02], [-0.01, -0.01, -0.01], [0.00, 0.00, -0.01], [0.01, 0.01, -0.04], [-0.05, 0.00, -0.03], [0.02, -0.01, 0.00], [0.12, 0.05, 0.04], [0.01, -0.03, -0.01], [0.02, 0.00, 0.01], [-0.01, -0.01, -0.03], [0.01, 0.04, 0.01], [0.01, -0.03, -0.01], [-0.04, 0.01, 0.00], [0.01, 0.01, 0.00], [-0.02, 0.01, -0.03], [0.01, 0.05, -0.04], [0.03, -0.04, -0.01], [-0.01, 0.02, -0.02], [-0.01, 0.04, 0.05], [0.02, -0.03, -0.05], [0.02, -0.02, -0.01], [0.00, 0.04, -0.04], [-0.01, 0.05, 0.13], [-0.02, 0.02, 0.02], [0.03, 0.00, -0.01], [0.01, 0.01, -0.02], [0.01, 0.02, 0.01], [-0.09, -0.03, -0.11], [-0.04, 0.03, 0.01], [0.00, 0.00, -0.01], [-0.02, 0.00, 0.04], [-0.02, -0.01, -0.02], [-0.03, -0.01, 0.01], [0.01, 0.01, 0.02], [0.02, -0.03, 0.04], [0.00, -0.03, 0.02], [-0.07, -0.01, -0.01], [-0.01, -0.09, 0.07], [-0.04, 0.04, -0.02], [0.08, 0.00, -0.04], [0.15, 0.10, -0.23], [0.07, 0.06, -0.06], [-0.21, -0.11, -0.04], [-0.01, -0.01, 0.01], [-0.02, 0.01, 0.00], [0.00, 0.00, -0.01], [0.00, 0.00, 0.00], [0.00, -0.02, 0.03], [-0.06, -0.11, -0.02], [0.01, 0.03, -0.04], [0.05, 0.02, 0.02], [-0.02, -0.01, 0.01], [-0.01, 0.05, 0.00], [-0.02, 0.03, 0.02], [-0.11, -0.04, -0.03], [-0.13, 0.00, -0.04], [0.68, 0.49, 0.27], [-0.33, -0.33, -0.24], [0.03, -0.05, -0.04], [-0.04, -0.01, 0.01], [0.04, -0.01, 0.00], [0.01, 0.02, 0.00], [0.02, -0.02, 0.01], [-0.01, 0.00, 0.01], [0.04, 0.02, 0.04], [0.05, -0.03, -0.03], [0.23, 0.23, -0.05], [0.03, 0.06, 0.00], [0.00, -0.01, -0.01], [0.02, -0.01, 0.01], [0.00, -0.01, 0.00], [-0.01, 0.00, -0.01], [0.00, 0.00, 0.01], [0.00, 0.01, 0.01], [-0.02, 0.01, -0.01]]
}